Formula: C22H68N14O12
Source: the Open Molecules 2025 dataset
Level of theory: ωB97M-V/def2-TZVPD

CARTESIAN COORDINATES (ANGSTROEM)
N1 5.5318 -7.3834 21.6799
C1 5.7078 -6.4532 20.7000
N2 4.6006 -5.6554 20.5335
O1 6.6630 -6.3858 19.9352
H1 6.3539 -7.9461 21.8406
H2 4.6811 -7.4174 22.1981
H3 3.9512 -5.5173 21.2832
H4 4.7296 -4.9014 19.8700
N3 12.3436 -7.3418 15.8036
C2 11.5676 -6.3739 16.3318
N4 12.2547 -5.3213 16.8537
O2 10.3375 -6.4963 16.3378
H5 13.3432 -7.2634 15.7471
H6 11.9286 -8.0743 15.2562
H7 11.6849 -4.6941 17.3974
H8 13.2394 -5.1805 16.7619
N5 2.0792 -4.8917 16.2614
C3 1.2950 -5.2307 17.3359
N6 1.8615 -6.1596 18.1258
O3 0.1825 -4.7280 17.5154
H9 2.9635 -5.3657 16.1525
H10 1.7392 -4.2690 15.5549
H11 2.8237 -6.4049 17.9373
H12 1.4717 -6.2399 19.0480
N7 4.8075 -6.5527 10.7602
C4 3.9164 -6.4497 11.7691
N8 2.7904 -7.1948 11.5814
O4 4.1499 -5.8236 12.8050
H13 5.7209 -6.2078 11.0021
H14 4.6405 -7.1384 9.9660
H15 2.7406 -7.8387 10.8171
H16 2.0362 -7.0882 12.2332
N9 6.8353 -6.0910 16.9643
C5 5.7978 -6.1533 16.1443
N10 6.2041 -6.2694 14.8381
O5 4.5912 -6.2227 16.4518
H17 7.7878 -5.9786 16.6636
H18 6.6338 -6.1463 17.9564
H19 5.5965 -6.1591 14.0378
H20 7.1817 -6.2360 14.5794
N11 4.5175 -3.0392 17.3717
C6 5.0374 -2.5354 18.5403
N12 4.9334 -1.1764 18.6742
O6 5.5258 -3.3104 19.3534
H21 4.0984 -2.4421 16.6881
H22 4.7309 -4.0215 17.2976
H23 4.6023 -0.6742 17.8739
H24 5.3978 -0.7253 19.4388
N13 0.3128 -8.7803 13.6171
C7 1.3250 -8.9641 14.5073
N14 1.9286 -7.8645 15.0211
O7 1.7751 -10.0908 14.7400
H25 -0.0358 -7.8713 13.3724
H26 0.2645 -9.4966 12.9137
H27 2.8384 -8.0706 15.3982
H28 1.5411 -6.9430 14.9324
C8 11.0788 -8.7149 20.7382
C9 9.9848 -7.9811 19.9853
C10 9.3670 -8.7364 18.7960
O8 9.0251 -7.4437 20.8732
H29 11.5748 -8.0147 21.4099
H30 11.7701 -9.2289 20.0763
H31 10.5683 -9.4239 21.3977
H32 10.4266 -7.0677 19.5558
H33 8.7178 -9.5327 19.1683
H34 10.1756 -9.1733 18.2088
H35 8.7772 -8.0681 18.1725
H36 8.3198 -6.9521 20.4158
C11 9.7094 -4.7496 12.1799
C12 9.1315 -6.0550 12.7036
C13 10.1074 -7.2291 12.6210
O9 8.8945 -5.7493 14.1132
H37 9.0596 -3.8978 12.3669
H38 9.9450 -4.8515 11.1162
H39 10.6353 -4.5612 12.7265
H40 8.1855 -6.3657 12.2523
H41 9.7227 -8.1401 13.0767
H42 11.0032 -6.8546 13.1218
H43 10.2889 -7.4552 11.5692
H44 9.6540 -6.1329 14.5845
C14 5.9488 -2.5959 10.8565
C15 5.2652 -2.6127 12.1856
C16 6.2080 -2.8787 13.3626
O10 4.6996 -1.2945 12.4450
H45 6.7844 -1.8902 10.8409
H46 5.2530 -2.3227 10.0616
H47 6.4381 -3.5068 10.5030
H48 4.4205 -3.2986 12.2627
H49 5.7706 -2.7601 14.3530
H50 6.9943 -2.1169 13.3273
H51 6.7152 -3.8405 13.2646
H52 4.2040 -1.3235 13.2658
C17 6.1499 -9.8324 15.7478
C18 5.2038 -10.3849 14.7026
C19 5.0709 -9.4411 13.5028
O11 5.7289 -11.6033 14.1784
H53 6.1231 -10.5124 16.6027
H54 5.8601 -8.8546 16.1385
H55 7.1587 -9.6935 15.3556
H56 4.2306 -10.5470 15.1723
H57 5.8798 -9.4648 12.7749
H58 4.9164 -8.4060 13.8200
H59 4.1106 -9.6375 13.0146
H60 5.2927 -12.3541 14.5879
C20 8.1715 -0.6192 15.8995
C21 8.9174 -1.6617 16.6701
C22 9.3879 -2.9070 15.9047
O12 10.0517 -1.1864 17.3826
H61 7.9030 0.3159 16.4071
H62 7.1504 -0.9368 15.6672
H63 8.6778 -0.3080 14.9805
H64 8.2259 -1.9647 17.4741
H65 9.8369 -3.5210 16.6826
H66 10.0534 -2.6663 15.0775
H67 8.5138 -3.4343 15.5196
H68 9.8745 -0.2900 17.6845

Properties
SMILES   NC(N)=O.NC(N)=O.NC(N)=O.NC(N)=O.NC(N)=O.NC(N)=O.NC(N)=O.CC(C)O.CC(C)O.CC(C)O.CC(C)O.CC(C)O
Highest occupied orbital energy   -9.1 eV
HOMO-LUMO gap   9.30 eV
Strongest force on any atom   3.16 eV/Å


Formula: C22H68N4O10
Source: the Open Molecules 2025 dataset
Level of theory: ωB97M-V/def2-TZVPD

CARTESIAN COORDINATES (ANGSTROEM)
C1 2.4301 2.4121 -7.2465
O1 1.9876 1.4586 -6.2973
C2 2.8875 0.4135 -6.0810
C3 2.4058 -0.5715 -5.0421
C4 2.1605 -0.0782 -3.6196
N1 3.3258 -1.7318 -4.8919
H1 1.6801 3.1951 -7.2789
H2 2.5689 1.9033 -8.2045
H3 3.3842 2.8343 -6.9130
H4 3.1331 -0.0897 -7.0258
H5 3.8566 0.7823 -5.7008
H6 1.4683 -0.9724 -5.4615
H7 3.0868 0.1710 -3.0985
H8 1.6653 -0.8745 -3.0707
H9 1.5199 0.8002 -3.5054
H10 3.3305 -2.1640 -5.8191
H11 2.7399 -2.3703 -4.3441
C5 2.1918 3.8187 -1.8967
O2 1.6966 4.0940 -0.5949
C6 2.6662 4.3014 0.4046
C7 1.9037 4.3621 1.7230
C8 2.7258 4.8211 2.9319
N2 1.4691 2.9732 2.0122
H12 2.7513 4.7172 -2.1657
H13 1.3679 3.5300 -2.5446
H14 2.8208 2.9180 -1.9140
H15 3.3864 3.4741 0.3722
H16 3.2498 5.2078 0.1841
H17 1.0352 5.0311 1.6768
H18 3.5374 4.1118 3.1271
H19 2.1279 4.7499 3.8418
H20 3.1853 5.7922 2.7463
H21 0.8188 3.2200 2.7657
H22 0.8712 2.7206 1.2197
C9 -7.4895 -1.4334 2.6864
O3 -6.6567 -0.3891 2.2904
C10 -5.3316 -0.8033 1.9194
C11 -4.4286 0.4333 1.9682
C12 -2.9192 0.1307 1.8491
N3 -4.6110 1.1831 3.1904
H23 -7.5276 -2.2454 1.9521
H24 -8.4516 -1.0211 2.9784
H25 -7.1465 -1.9546 3.5988
H26 -5.1313 -1.6133 2.6329
H27 -5.3883 -1.2444 0.9180
H28 -4.7298 1.0505 1.1166
H29 -2.4510 1.1164 1.8455
H30 -2.6109 -0.3322 0.9141
H31 -2.5816 -0.4895 2.6801
H32 -5.5889 1.1951 3.4605
H33 -4.1016 0.7583 3.9580
C13 4.4505 1.4446 6.3655
O4 4.0496 0.7569 5.2175
C14 2.6699 0.8583 4.9498
C15 2.2783 -0.1302 3.8506
C16 3.2162 0.0640 2.6565
N4 0.9150 0.0840 3.3417
H34 5.4699 1.1165 6.5796
H35 3.7450 1.3556 7.1982
H36 4.5711 2.5341 6.2195
H37 2.0190 0.6841 5.8220
H38 2.4453 1.8983 4.6787
H39 2.4366 -1.1768 4.1085
H40 2.7717 -0.6259 1.9275
H41 4.2132 -0.3134 2.8683
H42 3.2065 1.0588 2.2199
H43 0.2152 -0.0262 4.0755
H44 0.7552 1.0489 3.0541
C17 -4.4667 -2.1683 -2.4876
O5 -3.3401 -1.3519 -2.3159
H45 -4.1448 -3.2130 -2.6127
H46 -5.1675 -2.1683 -1.6393
H47 -5.0587 -1.8884 -3.3592
H48 -2.8434 -1.7095 -1.5471
C18 0.5166 -3.1321 -3.3504
O6 1.8030 -3.7397 -3.2567
H49 0.3837 -2.5210 -4.2438
H50 -0.2697 -3.8747 -3.5505
H51 0.1820 -2.6046 -2.4571
H52 1.6271 -4.5584 -2.7818
C19 -3.0156 -3.2687 0.9578
O7 -2.3600 -2.5524 -0.0918
H53 -2.6400 -2.7793 1.8612
H54 -4.0988 -3.1957 0.9879
H55 -2.6965 -4.3084 0.8726
H56 -1.4415 -2.4596 0.1999
C20 0.3806 -4.9576 1.9819
O8 0.5929 -6.1681 1.2789
H57 0.4396 -4.1246 1.2883
H58 -0.6160 -5.0148 2.4314
H59 1.0993 -4.8193 2.7937
H60 0.5975 -6.9612 1.8127
C21 -1.5867 1.4524 -3.1217
O9 -2.7553 1.1733 -3.8888
H61 -1.8209 2.2912 -2.4449
H62 -1.3515 0.6118 -2.4723
H63 -0.7746 1.9406 -3.6706
H64 -2.7640 0.2073 -3.8732
C22 0.2970 -0.5912 -0.1310
O10 -0.0473 -1.2992 1.0441
H65 1.3749 -0.6989 -0.3021
H66 -0.1318 -1.0524 -1.0229
H67 -0.0250 0.4519 -0.0799
H68 0.4036 -0.8811 1.8101

Properties
SMILES   COC[C@H](C)N.COC[C@H](C)N.COC[C@H](C)N.COC[C@H](C)N.CO.CO.CO.CO.CO.CO
Highest occupied orbital energy   -9.2 eV
HOMO-LUMO gap   9.68 eV
Strongest force on any atom   2.14 eV/Å


Formula: C22H68N4O10
Source: the Open Molecules 2025 dataset
Level of theory: ωB97M-V/def2-TZVPD

CARTESIAN COORDINATES (ANGSTROEM)
C1 5.3586 4.2127 1.5540
O1 4.4157 3.2064 1.9004
C2 4.0741 2.4829 0.7234
C3 2.8756 1.5833 1.0264
C4 3.1645 0.4748 2.0578
N1 2.3272 0.9923 -0.2021
H1 6.2417 3.7236 1.1351
H2 5.6211 4.7847 2.4410
H3 4.9605 4.9106 0.8111
H4 3.7742 3.1791 -0.0627
H5 4.9019 1.8319 0.4225
H6 2.0982 2.1953 1.4932
H7 3.5417 0.9586 2.9653
H8 3.9620 -0.1738 1.6945
H9 2.2205 0.0046 2.3063
H10 2.8288 0.1437 -0.4426
H11 1.3587 0.7040 -0.0718
C5 2.0900 6.3238 1.2324
O2 0.9658 5.5290 1.5909
C6 0.1567 6.1386 2.5950
C7 -1.1709 5.4112 2.7010
C8 -1.0711 3.8880 2.9038
N2 -2.1670 5.6698 1.6488
H12 2.6628 5.7661 0.4924
H13 2.7438 6.4699 2.0958
H14 1.7772 7.2740 0.7955
H15 0.7313 6.0886 3.5277
H16 -0.0242 7.2021 2.4004
H17 -1.5265 5.8303 3.6522
H18 -0.3824 3.4945 2.1518
H19 -2.0234 3.3728 2.8334
H20 -0.6329 3.7330 3.8931
H21 -2.3899 6.6618 1.7029
H22 -1.7041 5.5450 0.7470
C9 1.3108 -4.1486 1.9113
O3 1.8519 -5.3208 1.3531
C10 1.2260 -5.7906 0.1757
C11 -0.0326 -6.6001 0.5001
C12 0.2923 -7.8042 1.3591
N3 -0.6814 -7.1195 -0.7196
H23 1.9891 -3.7626 2.6649
H24 0.3762 -4.3625 2.4434
H25 1.1192 -3.4052 1.1337
H26 1.0755 -4.9916 -0.5552
H27 1.9674 -6.4965 -0.2110
H28 -0.8336 -6.0049 0.9521
H29 0.8532 -7.5274 2.2557
H30 0.8657 -8.5718 0.8352
H31 -0.6038 -8.2873 1.7532
H32 -0.0071 -7.7556 -1.1476
H33 -0.6974 -6.3470 -1.3903
C13 1.7670 -1.9603 -6.7134
O4 0.9584 -1.4896 -5.6413
C14 1.4750 -1.9372 -4.4122
C15 0.7404 -1.2947 -3.2621
C16 1.2374 0.1554 -3.0749
N4 0.8739 -2.0651 -2.0357
H34 1.8754 -3.0432 -6.8040
H35 2.7455 -1.4967 -6.5581
H36 1.3957 -1.5925 -7.6682
H37 1.2412 -3.0144 -4.3377
H38 2.5580 -1.8998 -4.2446
H39 -0.3320 -1.1410 -3.4679
H40 2.3033 0.1290 -2.8423
H41 0.7331 0.6452 -2.2428
H42 1.0718 0.7510 -3.9719
H43 0.2107 -2.8451 -2.0492
H44 0.6055 -1.4903 -1.2465
C17 -2.3338 -1.7294 2.9906
O5 -1.3432 -0.7729 3.2533
H45 -2.7112 -2.3310 3.8207
H46 -3.2330 -1.3543 2.4783
H47 -1.9950 -2.4374 2.2286
H48 -1.6788 -0.1825 3.9358
C18 -4.6948 2.8970 -0.7129
O6 -6.1192 2.8285 -0.6215
H49 -4.3181 3.8614 -1.0597
H50 -4.2328 2.7216 0.2559
H51 -4.4462 2.1076 -1.4261
H52 -6.4962 2.6417 -1.4817
C19 -1.7294 -3.6942 -1.0677
O7 -1.0077 -4.3632 -2.0852
H53 -1.9047 -2.6361 -1.2862
H54 -2.6847 -4.1751 -0.8316
H55 -1.1423 -3.7501 -0.1494
H56 -1.4611 -4.1878 -2.9182
C20 -0.0081 3.7718 -1.1008
O8 -0.1716 5.1452 -0.7978
H57 -0.9407 3.2143 -0.9550
H58 0.2611 3.7629 -2.1604
H59 0.7615 3.2371 -0.5364
H60 0.2879 5.2888 0.0625
C21 -5.0569 -2.1494 -0.2168
O9 -5.9607 -2.9017 0.5701
H61 -5.1555 -1.0637 -0.1150
H62 -4.0342 -2.4303 0.0113
H63 -5.2704 -2.3011 -1.2799
H64 -6.8426 -2.5253 0.5329
C22 -1.4556 0.4618 -0.0356
O10 -0.3655 -0.2640 0.5162
H65 -2.4101 -0.0771 0.0043
H66 -1.5855 1.4690 0.3630
H67 -1.2305 0.5039 -1.1053
H68 -0.5821 -0.3138 1.4633

Properties
SMILES   COC[C@H](C)N.COC[C@H](C)N.COC[C@H](C)N.COC[C@H](C)N.CO.CO.CO.CO.CO.CO
Highest occupied orbital energy   -8.8 eV
HOMO-LUMO gap   9.15 eV
Strongest force on any atom   2.33 eV/Å


Formula: C22H68O12
Source: the Open Molecules 2025 dataset
Level of theory: ωB97M-V/def2-TZVPD

CARTESIAN COORDINATES (ANGSTROEM)
C1 1.7057 -1.9335 -6.7793
C2 2.8922 -1.5394 -7.6242
C3 2.6374 -0.2767 -8.3971
O1 3.9212 -1.2258 -6.7116
H1 0.9245 -2.4773 -7.3105
H2 1.2120 -1.0862 -6.3034
H3 2.0315 -2.5716 -5.9579
H4 3.2058 -2.3776 -8.2465
H5 3.5743 -0.0108 -8.8867
H6 2.1805 0.4972 -7.7802
H7 1.9358 -0.5629 -9.1806
H8 3.7078 -0.4230 -6.2303
C4 3.8093 3.9848 6.2140
C5 4.5712 2.8523 5.5227
C6 4.1668 2.7021 4.0569
O2 5.9430 3.0936 5.5120
H9 2.7409 3.7717 6.2487
H10 3.9385 4.9154 5.6614
H11 4.1951 4.1568 7.2188
H12 4.3748 1.9312 6.0716
H13 4.5076 1.8195 3.5156
H14 4.5072 3.5701 3.4922
H15 3.0829 2.8070 4.0084
H16 6.1287 3.6026 6.3045
C7 -0.1642 6.2826 -1.8336
C8 -1.1050 5.5774 -2.7443
C9 -1.7627 6.5291 -3.7412
O3 -0.5242 4.5280 -3.3948
H17 -0.6580 7.0155 -1.1956
H18 0.6174 6.8343 -2.3559
H19 0.3133 5.5839 -1.1466
H20 -1.8643 5.1596 -2.0833
H21 -0.9922 6.8772 -4.4292
H22 -2.1725 7.4217 -3.2687
H23 -2.5990 6.0677 -4.2664
H24 -1.2210 4.0256 -3.8234
C10 -6.6874 -4.0271 -2.5554
C11 -5.4011 -3.2206 -2.2099
C12 -4.2269 -3.6582 -3.1055
O4 -5.7297 -1.9054 -2.4684
H25 -6.4515 -5.0889 -2.6270
H26 -7.2173 -3.7434 -3.4648
H27 -7.3745 -4.1059 -1.7130
H28 -5.0815 -3.2950 -1.1704
H29 -4.3913 -3.6949 -4.1825
H30 -4.0169 -4.6787 -2.7853
H31 -3.3768 -3.0115 -2.8886
H32 -6.6402 -1.7742 -2.1937
C13 0.0784 -0.1078 8.8702
C14 -0.0475 -1.5242 8.3653
C15 0.9995 -1.7726 7.3165
O5 0.1120 -2.3998 9.4554
H33 -0.7329 0.1698 9.5431
H34 0.0490 0.5871 8.0309
H35 1.0598 0.0706 9.3097
H36 -1.0563 -1.6204 7.9638
H37 0.9256 -1.2540 6.3606
H38 0.8804 -2.8036 6.9835
H39 1.9793 -1.7241 7.7917
H40 -0.6521 -2.9792 9.4109
C16 -4.4315 -4.8713 4.3370
O6 -5.5305 -4.8516 5.2993
H41 -4.1914 -5.8460 3.9122
H42 -4.6091 -4.1715 3.5203
H43 -3.5371 -4.5250 4.8550
H44 -6.3808 -4.9858 4.8744
C17 -4.3437 1.7083 5.1677
O7 -4.2189 1.6841 3.7687
H45 -5.0491 0.9688 5.5464
H46 -3.3639 1.3994 5.5319
H47 -4.5249 2.7015 5.5785
H48 -5.0679 1.9657 3.4199
C18 5.5031 3.2819 -3.4898
O8 4.3016 2.4864 -3.3453
H49 5.8751 3.0761 -4.4935
H50 5.3158 4.3524 -3.4064
H51 6.2155 3.0279 -2.7049
H52 3.5612 3.0514 -3.5784
C19 1.1940 -5.3482 0.2367
O9 -0.2279 -5.3947 0.4664
H53 1.7697 -4.8534 1.0189
H54 1.6203 -6.3462 0.1343
H55 1.3326 -4.8059 -0.6986
H56 -0.5825 -4.5156 0.6181
C20 -4.3622 0.9007 -7.1663
O10 -3.7651 1.0471 -5.9208
H57 -3.7908 1.2726 -8.0167
H58 -4.5803 -0.1511 -7.3516
H59 -5.3375 1.3776 -7.2634
H60 -4.3129 0.5643 -5.2976
C21 -0.2282 0.1722 0.0436
O11 -0.7687 -0.5532 1.1628
H61 0.5240 -0.4118 -0.4867
H62 -0.9994 0.2986 -0.7163
H63 0.1917 1.1131 0.3992
H64 -1.4808 0.0122 1.4707
C22 6.7535 -2.4510 -1.2656
O12 7.4281 -2.9614 -0.1328
H65 6.4483 -3.1721 -2.0239
H66 5.8822 -1.8894 -0.9287
H67 7.3344 -1.6530 -1.7281
H68 7.6717 -2.2639 0.4801

Properties
SMILES   CC(C)O.CC(C)O.CC(C)O.CC(C)O.CC(C)O.CO.CO.CO.CO.CO.CO.CO
Highest occupied orbital energy   -9.9 eV
HOMO-LUMO gap   10.02 eV
Strongest force on any atom   2.58 eV/Å